Record 1
{
  "formula": "CH9O3S",
  "method": "wB97M-V/def2-TZVPD",
  "homo_lumo_gap_ev": 7.1,
  "total_charge": -1,
  "e_above_lowest_ev": 0.657,
  "elements": ["C", "S", "H", "H", "H", "H", "H", "O", "H", "H", "O", "H", "H", "O"],
  "xyz": [[-0.065376, 1.701058, 1.148351], [0.060511, -0.002358, 0.628353], [-0.934249, 2.221651, 0.721462], [-0.225634, 1.840103, 2.209086], [0.870588, 2.217812, 0.947800], [-1.669437, 1.025397, -1.553803], [-1.417982, -0.426619, -1.798266], [-1.697042, 0.372082, -2.261566], [0.918191, -1.526166, 3.364856], [1.085981, -2.068571, 1.994263], [1.139317, -2.353386, 2.921473], [0.715939, -1.672291, -2.420820], [0.516447, -0.248385, -2.718614], [0.702742, -1.080322, -3.182580]],
  "forces_ev_per_a": [[-0.16, 0.65, 0.21], [-0.09, -0.98, -0.27], [0.35, 0.08, -0.36], [0.00, -0.31, 0.61], [-0.09, 0.39, -0.32], [0.14, -0.12, 0.13], [0.07, 0.08, 0.20], [-0.29, 0.18, -0.25], [-0.06, -0.06, -0.09], [-0.12, 0.14, 0.09], [0.14, 0.00, 0.00], [0.15, -0.18, -0.11], [-0.11, 0.09, -0.31], [0.07, 0.03, 0.48]],
  "nbo_charge": [-0.74, -0.75, 0.17, 0.17, 0.18, 0.48, 0.49, -0.97, 0.47, 0.50, -0.98, 0.47, 0.49, -0.96]
}


Record 2
{
  "formula": "C3H6",
  "method": "wB97M-V/def2-TZVPD",
  "homo_lumo_gap_ev": 10.6,
  "total_charge": 0,
  "e_above_lowest_ev": 1.472,
  "smiles": "C=CC",
  "elements": ["C", "C", "C", "H", "H", "H", "H", "H", "H"],
  "xyz": [[1.169439, -0.365500, -0.217124], [-0.157303, -0.152844, 0.441123], [-1.206430, 0.567350, -0.118366], [1.045435, -0.173264, -1.389145], [1.996704, 0.413741, 0.358903], [1.530725, -1.570984, -0.143027], [-0.200902, -0.969297, 1.235542], [-0.981941, 1.267906, -0.991777], [-2.224254, 0.737865, 0.295706]],
  "forces_ev_per_a": [[2.34, -0.12, -1.16], [-2.22, -1.11, -0.85], [2.07, 0.22, 0.72], [0.80, -0.01, 2.59], [-2.00, -2.48, -1.99], [-0.85, 3.58, 0.06], [-0.97, 1.79, -0.43], [-0.16, -1.24, 1.10], [1.00, -0.62, -0.04]],
  "nbo_charge": [-0.66, -0.21, -0.42, 0.22, 0.23, 0.22, 0.21, 0.19, 0.21]
}


Record 3
{
  "formula": "C14H44O15",
  "method": "wB97M-V/def2-TZVPD",
  "homo_lumo_gap_ev": 10.3,
  "total_charge": 0,
  "e_above_lowest_ev": 0.198,
  "smiles": "OCCO.OCCO.OCCO.OCCO.OCCO.OCCO.OCCO.O",
  "elements": ["O", "H", "H", "C", "C", "O", "O", "H", "H", "H", "H", "H", "H", "C", "C", "O", "O", "H", "H", "H", "H", "H", "H", "C", "C", "O", "O", "H", "H", "H", "H", "H", "H", "C", "C", "O", "O", "H", "H", "H", "H", "H", "H", "C", "C", "O", "O", "H", "H", "H", "H", "H", "H", "C", "C", "O", "O", "H", "H", "H", "H", "H", "H", "C", "C", "O", "O", "H", "H", "H", "H", "H", "H"],
  "xyz": [[6.106259, 1.114260, 21.303839], [5.336434, 1.418071, 20.815051], [6.835521, 1.109687, 20.650589], [11.556634, 0.916253, 22.227915], [12.583829, 0.269870, 23.145280], [12.282216, -1.074614, 23.500595], [11.599820, 0.315824, 20.927555], [11.878340, 1.953581, 22.110053], [10.547280, 0.890450, 22.643739], [12.688635, 0.867827, 24.053081], [13.549994, 0.304118, 22.628366], [12.269898, -1.556488, 22.665454], [11.089221, -0.500197, 20.990091], [11.555101, 7.467179, 23.093078], [10.536471, 8.106795, 24.022488], [11.131643, 8.887371, 25.045736], [12.038458, 8.469224, 22.172519], [11.097735, 6.675918, 22.494715], [12.368380, 7.028945, 23.675424], [9.957321, 7.304038, 24.481338], [9.869354, 8.729354, 23.419303], [11.572037, 9.628068, 24.615813], [12.991393, 8.513696, 22.285573], [7.150232, -2.021961, 22.503884], [8.498580, -1.375452, 22.378142], [8.731368, -0.873048, 21.047800], [7.159023, -3.274289, 21.835990], [6.330343, -1.399679, 22.134207], [6.945200, -2.115402, 23.580363], [9.260625, -2.128676, 22.604868], [8.653433, -0.539848, 23.055683], [8.485107, -1.561854, 20.417265], [6.421244, -3.800190, 22.151826], [14.120296, 3.054319, 26.379092], [12.902078, 3.246193, 25.534851], [11.744496, 2.544296, 25.966767], [14.812402, 1.832244, 26.105321], [13.856782, 3.040401, 27.447768], [14.829909, 3.885804, 26.272068], [13.112219, 2.865109, 24.526237], [12.744145, 4.310798, 25.354659], [11.079410, 3.200666, 26.194650], [15.391057, 1.630886, 26.841831], [8.206387, 7.124573, 27.542934], [7.443646, 7.509118, 26.278716], [7.088846, 6.374574, 25.493737], [9.586741, 6.914217, 27.289705], [7.819269, 6.184428, 27.940737], [8.056173, 7.908642, 28.293773], [8.075711, 8.118536, 25.631714], [6.564327, 8.121252, 26.513968], [6.704943, 5.709779, 26.073595], [10.043834, 7.760424, 27.276620], [8.673616, 3.405781, 18.411474], [9.203110, 2.044855, 18.811369], [8.150019, 1.253877, 19.381520], [7.890747, 3.361288, 17.225540], [9.536072, 4.077586, 18.337232], [8.030086, 3.824974, 19.186238], [10.033651, 2.113641, 19.519888], [9.579433, 1.507661, 17.933528], [8.575393, 0.552834, 19.909352], [8.481454, 3.517953, 16.483451], [8.318940, 3.782548, 22.681133], [9.303389, 4.574239, 23.494138], [10.641099, 4.090516, 23.359731], [8.335226, 2.439742, 23.148027], [8.574589, 3.794050, 21.614450], [7.315251, 4.204930, 22.814164], [9.037943, 4.525421, 24.555209], [9.327555, 5.624628, 23.219732], [10.618576, 3.144283, 23.551585], [7.777607, 1.907762, 22.573085]],
  "forces_ev_per_a": [[0.37, -0.10, 0.06], [0.05, 0.06, -0.01], [-0.42, 0.20, -0.03], [0.74, -0.17, -0.01], [0.09, 0.29, -0.04], [-0.23, 0.19, -0.25], [-0.19, -0.05, 0.27], [-0.21, 0.06, -0.16], [-0.03, 0.00, 0.04], [-0.17, -0.35, 0.12], [0.00, 0.04, 0.00], [0.09, -0.17, 0.16], [-0.20, 0.13, -0.21], [-0.24, 0.43, -0.33], [0.13, -0.46, -0.44], [0.00, -0.04, 0.13], [0.30, -0.19, 0.53], [-0.05, -0.02, 0.14], [-0.01, 0.02, -0.01], [0.02, 0.19, 0.30], [-0.12, -0.08, -0.04], [0.00, 0.01, 0.02], [-0.01, 0.10, -0.19], [-0.69, 0.35, 0.91], [0.26, -0.22, -0.63], [0.18, -0.17, -0.04], [0.31, -0.05, -0.05], [0.30, 0.26, -0.27], [0.15, -0.34, -0.05], [-0.02, 0.03, 0.08], [-0.27, 0.08, 0.02], [-0.02, -0.10, 0.14], [-0.06, -0.01, -0.07], [0.85, -0.23, 1.48], [0.20, -0.27, -1.37], [0.02, 0.35, 0.26], [-0.46, 0.01, -0.59], [-0.32, 0.18, -0.20], [-0.23, 0.09, -0.34], [0.30, 0.03, 0.10], [-0.34, 0.05, 0.42], [-0.04, -0.10, 0.07], [0.01, 0.01, 0.09], [0.15, 0.54, -0.34], [-0.07, -0.22, -0.08], [0.06, 0.09, -0.06], [0.00, -0.27, 0.16], [-0.06, 0.03, 0.06], [0.05, -0.10, 0.07], [0.09, 0.04, 0.12], [-0.09, -0.19, 0.13], [-0.05, 0.02, -0.02], [0.00, 0.06, -0.17], [0.21, -0.09, 0.18], [-0.34, -0.38, 0.14], [0.41, -0.10, 0.16], [0.24, 0.19, -0.02], [-0.09, 0.08, -0.28], [0.00, -0.20, 0.13], [-0.07, 0.22, 0.06], [0.05, 0.23, -0.12], [-0.14, 0.15, -0.09], [-0.11, -0.09, -0.06], [-0.40, -0.12, -0.22], [0.54, -0.34, 0.54], [-0.05, 0.06, -0.24], [0.38, -0.04, 0.26], [0.06, 0.19, 0.07], [0.09, 0.11, -0.08], [-0.28, 0.06, -0.04], [-0.21, -0.01, -0.21], [-0.06, 0.03, 0.05], [-0.33, -0.01, -0.09]],
  "lowdin_charge": [-0.06, 0.05, 0.00, -0.23, -0.23, -0.05, -0.07, 0.12, 0.10, 0.10, 0.13, 0.08, 0.06, -0.22, -0.25, -0.06, -0.07, 0.10, 0.13, 0.09, 0.13, 0.09, 0.08, -0.25, -0.20, -0.09, -0.06, 0.11, 0.13, 0.13, 0.12, 0.11, 0.09, -0.24, -0.26, -0.05, -0.07, 0.12, 0.12, 0.11, 0.12, 0.08, 0.08, -0.24, -0.24, -0.07, -0.07, 0.12, 0.12, 0.11, 0.11, 0.08, 0.08, -0.25, -0.21, -0.10, -0.06, 0.12, 0.11, 0.11, 0.12, 0.04, 0.08, -0.22, -0.23, -0.08, -0.07, 0.11, 0.13, 0.12, 0.10, 0.05, 0.04]
}


Record 4
{
  "formula": "C40H35N10O4Ti",
  "method": "wB97M-V/def2-TZVPD",
  "homo_lumo_gap_ev": 6.5,
  "total_charge": 3,
  "e_above_lowest_ev": 0.747,
  "elements": ["Ti", "O", "C", "O", "C", "C", "C", "C", "C", "C", "C", "C", "C", "N", "H", "H", "H", "H", "H", "H", "C", "C", "C", "C", "C", "C", "N", "N", "C", "C", "C", "C", "C", "N", "H", "H", "H", "H", "H", "H", "H", "H", "H", "O", "N", "O", "C", "C", "C", "C", "C", "C", "N", "C", "C", "N", "C", "C", "C", "C", "H", "H", "H", "H", "H", "H", "H", "C", "C", "N", "C", "N", "C", "C", "C", "N", "C", "H", "H", "H", "H", "H", "H", "H", "H", "H", "H", "H", "H", "H"],
  "xyz": [[0.464677, 0.273723, 0.229682], [3.548935, -1.739233, 1.449004], [2.880570, -1.110805, 0.706962], [1.889853, -0.230825, 1.157395], [2.942119, -1.135137, -0.782623], [4.026028, -1.763721, -1.389068], [4.096315, -1.729317, -2.754807], [3.092075, -1.073380, -3.485484], [3.144011, -1.002968, -4.903990], [2.169969, -0.360179, -5.599978], [1.090513, 0.240416, -4.904735], [1.008409, 0.189326, -3.544665], [2.010942, -0.468869, -2.790908], [1.953759, -0.521453, -1.420491], [4.774581, -2.240903, -0.771777], [4.922308, -2.194243, -3.279565], [3.976424, -1.469833, -5.416082], [2.211696, -0.306937, -6.679556], [0.314569, 0.745606, -5.466248], [0.164016, 0.639660, -3.050621], [-4.715589, 1.080318, -2.398329], [-4.166963, 0.212934, -1.466067], [-2.858265, 0.391043, -1.049420], [-2.104714, 1.437643, -1.555919], [-2.644108, 2.302719, -2.507580], [-3.949173, 2.118978, -2.919827], [-0.733191, 1.598696, -1.103452], [-0.214839, 2.650674, -1.512359], [1.159764, 2.811854, -1.271473], [1.761436, 3.924549, -1.815769], [3.134048, 4.069705, -1.650664], [3.823076, 3.095518, -0.950347], [3.125770, 2.017479, -0.422224], [1.809793, 1.877566, -0.572558], [-5.737679, 0.945973, -2.727792], [-4.759285, -0.599622, -1.065697], [-2.425883, -0.287154, -0.335262], [-2.052747, 3.106956, -2.917866], [-4.373637, 2.788905, -3.655141], [1.158848, 4.639396, -2.359569], [3.650942, 4.924435, -2.066905], [4.891475, 3.160835, -0.795153], [3.641380, 1.269722, 0.163576], [-1.691787, 5.221347, 5.473805], [-2.421866, 4.257151, 5.399298], [-3.360929, 4.038212, 6.117641], [-2.053029, 3.174060, 4.435376], [-2.850464, 2.101768, 4.453207], [-2.607866, 1.005992, 3.567920], [-3.421891, -0.134246, 3.593700], [-3.156157, -1.148540, 2.715800], [-2.095345, -0.999544, 1.830335], [-1.290858, 0.061690, 1.777232], [-1.551744, 1.063860, 2.660432], [-0.686203, 2.202445, 2.662179], [0.359072, 2.151509, 1.790305], [1.232219, 3.149278, 1.858050], [1.099996, 4.242443, 2.704883], [0.023695, 4.325587, 3.537807], [-0.907884, 3.266451, 3.553766], [-3.682963, 2.067600, 5.143450], [-4.242030, -0.195347, 4.299022], [-3.753891, -2.048782, 2.683482], [-1.923093, -1.770337, 1.102396], [2.105821, 3.100010, 1.240603], [1.856538, 5.014539, 2.692582], [-0.106676, 5.169552, 4.192656], [1.119291, -4.962676, 2.025357], [0.920518, -3.696692, 2.827127], [0.570668, -2.600095, 1.907875], [0.057441, -2.751572, 0.687413], [-0.094567, -1.647148, -0.111593], [-0.516840, -1.931342, -1.501219], [-1.627189, -2.958156, -1.521597], [-1.052339, -4.233102, -0.960085], [-0.319584, -3.964771, 0.289142], [-0.078635, -5.161887, 1.124997], [1.219000, -5.816332, 2.693035], [2.033124, -4.896387, 1.431090], [1.831449, -3.396784, 3.340781], [0.134619, -3.820158, 3.572728], [0.892921, -1.681483, 2.166316], [0.327891, -2.301689, -2.084215], [-0.844716, -1.005372, -1.966780], [-1.963428, -3.125038, -2.544724], [-2.489681, -2.618474, -0.942993], [-0.366693, -4.692187, -1.675540], [-1.823430, -4.967263, -0.728627], [0.076175, -5.991515, 0.436621], [-0.980888, -5.376624, 1.702316]],
  "forces_ev_per_a": [[-0.08, -0.07, 0.53], [0.09, -0.03, 0.20], [-0.41, 0.19, 0.06], [0.77, -0.33, 0.08], [-0.15, 0.05, -0.02], [0.06, -0.03, 0.01], [0.07, -0.05, -0.06], [0.06, -0.01, -0.14], [0.06, -0.03, 0.07], [-0.12, 0.07, 0.00], [0.05, -0.02, -0.13], [0.08, -0.06, 0.05], [-0.06, 0.11, 0.17], [0.10, -0.12, -0.05], [-0.01, 0.00, -0.01], [-0.02, 0.01, 0.00], [-0.02, 0.00, 0.02], [-0.02, 0.01, 0.02], [0.02, -0.01, 0.00], [-0.03, 0.01, 0.02], [-0.04, 0.02, -0.04], [0.02, -0.02, 0.03], [-0.05, -0.15, 0.04], [0.38, 0.10, 0.19], [-0.04, 0.11, -0.06], [-0.01, 0.01, -0.01], [-0.83, 0.10, -0.42], [0.37, 0.22, -0.02], [-0.24, -0.01, 0.01], [0.14, 0.19, -0.09], [-0.05, 0.08, -0.07], [0.06, -0.06, 0.05], [0.04, 0.00, -0.03], [-0.33, -0.06, -0.24], [0.02, 0.01, 0.01], [0.01, 0.01, 0.00], [-0.01, -0.01, -0.02], [-0.01, 0.00, 0.00], [0.00, -0.01, 0.00], [0.03, -0.01, 0.01], [0.00, -0.01, 0.01], [-0.01, 0.01, -0.01], [0.00, 0.00, 0.00], [-0.17, 0.15, -0.24], [0.62, -0.27, 0.64], [-0.31, 0.07, -0.18], [0.07, 0.36, -0.18], [-0.14, -0.29, -0.10], [-0.17, 0.03, 0.17], [-0.09, 0.01, 0.11], [0.01, -0.05, -0.04], [-0.08, 0.08, 0.05], [0.17, -0.11, -0.14], [0.10, -0.06, -0.15], [0.08, -0.07, -0.14], [0.01, -0.05, -0.14], [-0.03, -0.10, 0.12], [0.09, 0.02, -0.04], [-0.09, 0.06, 0.11], [-0.06, 0.09, 0.10], [0.00, 0.00, -0.02], [0.01, 0.00, -0.01], [0.01, 0.01, 0.01], [0.00, -0.04, 0.00], [0.06, 0.02, -0.05], [-0.01, -0.01, 0.01], [0.00, 0.00, 0.00], [0.01, -0.05, 0.01], [0.01, 0.10, -0.09], [0.06, 0.06, 0.33], [0.04, 0.07, -0.31], [-0.04, 0.02, -0.05], [0.04, 0.03, 0.17], [-0.04, -0.02, -0.10], [0.07, -0.05, 0.14], [-0.06, -0.16, -0.02], [0.00, 0.09, -0.13], [0.02, -0.01, 0.00], [-0.01, 0.01, 0.00], [0.02, -0.03, 0.02], [-0.06, 0.01, -0.01], [-0.04, -0.11, -0.03], [0.03, -0.06, -0.01], [-0.02, 0.05, -0.02], [-0.02, 0.00, 0.02], [0.00, -0.01, 0.00], [0.01, -0.02, 0.00], [-0.04, 0.02, 0.00], [0.03, -0.02, 0.01], [-0.02, 0.01, 0.02]],
  "lowdin_charge": [1.22, 0.22, -0.45, -0.18, -0.20, 0.05, 0.06, -0.12, 0.01, -0.02, -0.02, -0.02, -0.18, 0.08, 0.14, 0.14, 0.14, 0.13, 0.13, 0.08, -0.02, -0.04, -0.05, -0.23, 0.00, -0.02, 0.00, 0.13, -0.31, 0.06, 0.02, 0.02, -0.09, 0.00, 0.13, 0.12, 0.06, 0.12, 0.13, 0.14, 0.14, 0.14, 0.13, 0.11, -0.32, 0.14, -0.03, 0.09, -0.10, 0.07, 0.02, -0.12, 0.06, -0.12, -0.12, 0.08, -0.08, 0.02, 0.07, -0.02, 0.15, 0.15, 0.13, 0.09, 0.10, 0.13, 0.12, -0.13, -0.12, 0.11, -0.35, -0.08, -0.19, -0.13, -0.11, 0.00, -0.10, 0.14, 0.13, 0.14, 0.13, 0.11, 0.13, 0.09, 0.14, 0.11, 0.14, 0.14, 0.14, 0.14]
}


Calculated HOMO in order - -0.114, -0.346, -0.358, -0.612 hartree
Calculated maximum force in order - 0.01974, 0.07311, 0.03347, 0.01816 hartree/bohr